(1)
Computed, not measured: C12H18Br2LuN2NbO3 as an isolated structure, with wB97M-V/def2-TZVPD.

The multiplicity is 1. The calculation puts the strongest force on any atom at 0.036 Eh/bohr. Its calculated total energy is -7242.630170 Ha. As for the net charge: +2. Its HOMO energy is -13.027 eV.

Structure (XYZ):
```
39
Properties=species:S:1:pos:R:3:forces:R:3
C 3.02956 -3.27848 0.31927 -0.02 -0.02 0.53
C 1.63803 -3.60640 0.73554 -0.30 0.24 -0.19
Br 1.44987 -5.51944 1.13404 0.74 -0.14 -0.22
C 0.59488 -2.78792 0.83739 -0.21 -0.34 0.36
Br -1.05352 -3.55782 1.49752 0.19 0.23 0.00
Nb 0.70815 -0.56605 0.32777 -0.47 -0.01 -0.88
C 0.51710 -0.99875 -1.91062 -0.17 -0.74 -1.64
O -0.79486 -0.85052 -2.26735 0.05 -0.79 1.70
N -0.94319 0.12913 -3.37024 0.03 1.02 -1.08
O -2.03410 0.20229 -3.67388 -0.13 0.02 0.07
C -1.54391 -0.34132 0.62305 -0.85 0.62 0.68
C -2.10863 0.95375 0.17199 -0.54 0.46 0.10
C -3.65262 0.76181 0.08148 0.29 -0.46 0.04
O -1.79880 1.95616 1.10515 0.09 0.01 -0.07
C 0.88346 1.61838 0.06740 0.33 -1.60 0.51
C 1.07998 2.38751 1.20447 0.48 0.76 0.21
C 1.25859 3.75060 1.03718 -0.18 -0.26 0.09
C 1.20793 4.23069 -0.24116 -0.10 0.89 0.11
C 0.97462 3.39871 -1.32825 -0.39 -0.38 -0.02
N 0.81027 2.09544 -1.18120 0.56 -0.51 0.30
H 3.62806 -4.15276 0.12964 0.12 -0.28 -0.31
H 3.01647 -2.62279 -0.53720 0.10 0.14 -0.45
H 3.51185 -2.74594 1.12825 0.22 0.15 0.22
H 2.52084 -0.49952 0.29944 -0.03 0.55 -0.53
H 0.86286 -0.36366 2.14766 -0.77 0.07 -0.10
H 1.15515 -0.32315 -2.47695 0.31 0.25 0.24
H 0.78604 -2.04401 -2.04924 0.34 -0.22 0.33
H -1.97834 -1.14933 0.04892 0.65 -0.64 -0.35
H -1.70214 -0.49709 1.68390 0.12 -0.05 0.28
H -1.77344 1.23568 -0.82059 0.22 0.06 -0.23
H -3.92779 -0.22493 -0.26111 -0.03 -0.28 -0.26
H -4.07352 0.86505 1.06863 -0.19 0.18 0.35
H -4.07711 1.46841 -0.61601 -0.08 0.39 -0.07
H -2.55135 2.54855 1.15694 -0.05 0.34 0.11
H 1.11500 1.93998 2.17716 -0.05 -0.14 0.26
H 1.43635 4.39681 1.87336 0.07 0.25 0.26
H 1.33472 5.28047 -0.42481 0.17 0.32 -0.10
H 0.93783 3.82575 -2.31090 -0.05 -0.05 -0.46
Lu -0.44431 -6.91533 2.61339 -0.46 -0.01 0.20
```
Positions in Å, forces in eV/Å.

***

(2)
Computed, not measured: a 2-piece molecular cluster, C12H18ClN7O2 overall, with wB97M-V/def2-TZVPD.

The multiplicity is 1. The calculation puts the strongest force on any atom at 0.040 Eh/bohr. Its calculated total energy is -1462.001917 Ha. As for the net charge: 0. Its HOMO energy is -9.137 eV. As for the SMILES: CNC(=O)[C@@H](NC(C)=O)C(C)C.Clc1ccc2nnnn2n1.

Structure (XYZ):
```
40
Properties=species:S:1:pos:R:3:forces:R:3
C -1.20427 4.46414 -0.59135 0.12 -0.49 0.45
N -0.53429 3.17327 -0.72566 0.37 0.23 -1.02
C -0.34924 2.30686 0.27514 -0.80 0.06 0.71
O -0.76334 2.52820 1.41016 0.23 -0.12 -0.03
C 0.38363 0.98284 -0.00226 0.66 0.02 -0.57
N -0.10863 0.20941 -1.16696 -0.28 -0.10 1.25
C -0.10489 0.55976 -2.45412 0.18 0.16 -0.99
C -0.68392 -0.45221 -3.41328 0.06 0.02 0.08
O 0.34176 1.61913 -2.87511 0.17 0.41 0.09
C 1.91877 1.16957 -0.04758 0.65 -0.17 0.28
C 2.45488 1.92167 1.17782 -0.49 0.20 -0.37
C 2.64957 -0.17999 -0.10775 -0.43 0.32 -0.43
H -2.25259 4.30814 -0.33213 0.00 0.14 0.03
H -1.14058 5.01793 -1.52874 0.07 -0.21 0.06
H -0.73044 5.04360 0.20308 -0.11 0.02 -0.03
H -0.17798 2.90575 -1.63827 0.04 -0.03 0.05
H 0.18426 0.36960 0.87623 -0.21 0.01 -0.01
H -0.48888 -0.70297 -0.96414 0.04 0.14 -0.03
H -0.10733 -1.37407 -3.35312 -0.12 -0.15 -0.02
H -0.63198 -0.05398 -4.42551 0.01 0.00 0.16
H -1.72160 -0.64819 -3.14867 -0.04 -0.18 -0.04
H 2.18644 1.74390 -0.93363 -0.14 0.04 -0.16
H 2.07359 2.94263 1.18988 -0.01 0.03 0.23
H 2.14976 1.41375 2.09314 0.03 0.07 0.11
H 3.54333 1.96931 1.13754 -0.03 -0.05 0.01
H 3.72676 -0.01441 -0.12964 -0.01 -0.03 0.05
H 2.39813 -0.78330 0.76419 0.04 -0.14 0.02
H 2.37532 -0.71923 -1.01382 0.02 -0.22 0.07
Cl -4.59118 -3.37129 2.50934 0.93 0.04 -0.41
C -2.91198 -3.33638 2.04212 1.88 0.06 -0.82
C -1.87933 -3.43814 3.08963 0.53 0.07 -0.76
C -0.54472 -3.41360 2.74440 -1.47 0.06 -0.70
C -0.24534 -3.28938 1.32794 -0.91 -0.13 0.85
N 0.87054 -3.23758 0.66408 0.50 0.09 -1.15
N 0.51049 -3.11343 -0.65314 -0.03 -0.03 0.86
N -0.76894 -3.08580 -0.80591 -0.27 -0.07 0.32
N -1.28333 -3.20347 0.43317 -0.59 -0.09 1.89
N -2.60902 -3.22034 0.76456 -0.40 -0.05 0.43
H -2.18464 -3.52924 4.12665 -0.02 0.02 -0.20
H 0.25122 -3.48249 3.48168 -0.16 0.03 -0.27
```
Positions in Å, forces in eV/Å.

***

(3)
Computed, not measured: C12H18CuN4O2 as an isolated structure, with wB97M-V/def2-TZVPD.

The multiplicity is 1. The calculation puts the strongest force on any atom at 0.025 Eh/bohr. Its calculated total energy is -2477.685495 Ha. As for the net charge: +1. Its HOMO energy is -10.496 eV.

Structure (XYZ):
```
37
Properties=species:S:1:pos:R:3:forces:R:3
Cu 1.11500 -0.02691 -1.61389 -0.79 0.07 -0.45
O 3.01780 0.01789 -1.53419 -0.36 -0.05 0.69
N 3.40550 0.01749 -0.30679 0.67 0.05 -0.35
N 2.53290 -0.03101 0.60951 -0.75 -0.04 -0.81
O 1.22640 -0.08691 0.40631 0.18 0.03 -0.09
C 2.97340 -0.01501 1.94841 0.42 0.01 1.19
C 2.02600 -0.00751 2.96461 -0.13 -0.01 -0.33
C 2.43590 0.00109 4.28371 0.19 0.00 0.06
C 3.78580 0.00249 4.59101 0.00 0.00 0.08
C 4.72910 0.00239 3.57351 -0.08 0.00 0.01
C 4.33170 -0.00541 2.24961 -0.09 -0.01 -0.09
H 0.97790 -0.00881 2.71251 -0.01 -0.01 -0.03
H 1.69820 0.00539 5.07131 -0.06 0.00 0.07
H 4.10240 0.00349 5.62261 0.05 0.01 0.09
H 5.78140 0.00639 3.81351 0.08 0.00 0.00
H 5.04960 -0.00541 1.44711 0.11 -0.01 -0.01
C -2.97520 -1.32341 -1.21879 0.21 -0.84 0.27
C -1.43200 -1.27951 -1.28079 -0.01 -0.34 0.17
N -0.99710 0.01599 -1.78789 1.19 -0.02 -0.05
C -1.42510 1.04969 -0.85239 0.04 0.26 0.31
C -2.96690 1.05889 -0.75899 0.20 0.68 0.55
N -3.48810 -0.00191 -1.65699 -0.67 0.00 0.03
C -3.08270 0.26689 -3.05849 0.17 0.17 -0.86
C -1.53730 0.26819 -3.11309 -0.05 0.06 -0.39
H -3.32690 -1.51411 -0.20369 -0.08 0.10 -0.11
H -3.38200 -2.09451 -1.87519 -0.08 0.17 0.01
H -1.04200 -2.06871 -1.92339 -0.07 0.04 0.01
H -0.99190 -1.40641 -0.29009 -0.03 -0.06 -0.08
H -1.04450 2.01469 -1.18659 -0.06 -0.04 0.00
H -0.96440 0.82979 0.11261 -0.05 0.10 -0.07
H -3.38230 2.01879 -1.07049 -0.08 -0.16 -0.05
H -3.30600 0.85049 0.25701 -0.08 -0.06 -0.14
H -4.51130 -0.00841 -1.60599 0.22 0.00 0.00
H -3.49510 1.22989 -3.36459 -0.06 -0.10 0.15
H -3.50520 -0.50691 -3.70189 -0.06 0.04 0.18
H -1.16270 1.23079 -3.46379 -0.05 -0.09 0.01
H -1.17040 -0.49971 -3.79519 -0.06 0.06 0.05
```
Positions in Å, forces in eV/Å.

***

(4)
Computed, not measured: C12H18F12HfN3O24S8 as an isolated structure, with wB97M-V/def2-TZVPD.

The multiplicity is 1. The calculation puts the strongest force on any atom at 0.153 Eh/bohr. Its calculated total energy is -6869.582073 Ha. As for the net charge: +1. Its HOMO energy is -12.844 eV.

Structure (XYZ):
```
78
Properties=species:S:1:pos:R:3:forces:R:3
Hf 10.75695 14.88250 12.00449 -0.63 1.56 1.60
N 10.82974 13.93705 9.41955 1.62 1.44 0.69
S 10.11873 13.40194 8.01358 -0.63 2.61 0.95
O 11.09381 12.98352 7.17101 5.48 -2.40 -2.97
O 9.21586 14.24666 7.42988 -3.45 2.58 -0.06
F 9.48240 12.23735 8.59685 -2.34 -3.29 1.94
S 12.24348 14.49526 8.91230 0.57 -1.70 1.03
O 12.34127 15.54336 8.01118 -0.66 1.52 -0.86
O 13.39243 13.80507 9.33697 -0.26 -0.35 0.47
F 12.36754 15.54265 11.21859 0.34 -0.92 -0.58
N 10.78422 17.26297 12.91805 2.09 0.69 0.93
S 10.78331 18.41713 11.76227 -3.47 -0.49 0.28
O 11.81940 19.35652 11.66893 0.68 -0.21 -0.09
O 9.40675 18.88792 11.64332 1.83 -1.03 -0.23
F 10.95682 17.27018 10.61335 -0.45 1.29 -0.90
S 12.09894 17.32356 14.01446 -2.64 1.20 0.64
O 11.61376 17.42639 15.36975 0.82 -0.20 -2.07
O 13.26007 17.95096 13.52590 0.06 0.17 0.27
F 12.33209 15.79220 13.74771 0.66 -2.42 0.47
N 9.86697 12.90503 12.85134 -1.44 -1.98 -0.58
S 9.18206 13.21139 14.24217 -0.75 4.31 -0.22
O 9.96281 12.75684 15.31988 -0.74 0.53 0.74
O 7.93590 13.91939 14.17511 -0.51 -3.32 1.17
F 9.74392 15.01289 13.85722 2.87 0.19 0.17
S 9.67901 11.21964 12.72487 3.30 3.03 -3.03
O 9.19272 10.79404 13.93073 -2.52 -1.93 3.24
O 10.86727 10.68112 12.21004 -0.15 -0.57 -0.97
F 8.56935 11.25096 11.68682 -0.55 -0.62 -0.74
C 13.76606 10.71001 14.37140 -1.07 -0.24 -1.07
C 13.76030 10.04329 12.93484 1.63 1.78 -0.34
O 13.43092 11.14092 11.92549 0.89 0.18 2.30
S 13.60708 12.55731 12.64536 3.14 -0.88 -0.54
O 12.32430 13.15120 12.73257 -2.83 2.20 -0.93
O 14.67105 13.32881 12.07489 -1.25 -1.10 0.85
O 13.85190 12.12762 14.14970 0.78 0.15 -1.14
H 14.65599 10.44791 14.92883 -0.15 -0.33 0.18
H 12.81439 10.59147 14.91489 0.57 -0.48 -0.11
H 13.12351 9.24188 12.69946 -1.36 -0.69 0.25
H 14.76448 9.68588 12.67869 -0.09 0.41 0.05
C 9.87423 11.36780 18.92397 -0.75 0.08 -2.13
C 11.31670 11.15768 18.47985 1.08 1.17 -0.71
O 12.00891 12.28411 19.11168 0.14 -0.59 -0.77
S 11.41274 12.37458 20.57005 0.58 1.73 -0.58
O 11.56998 13.70134 21.03185 -0.23 -0.08 0.06
O 11.88088 11.27878 21.29726 0.46 -1.52 1.23
O 9.93542 12.12504 20.12056 -1.18 -0.11 0.25
H 9.37540 10.39708 19.03131 -0.03 0.40 0.37
H 9.32807 11.97418 18.14584 0.38 -0.54 0.97
H 11.59282 11.23905 17.40101 -0.85 0.01 0.79
H 11.71655 10.23627 18.84328 0.35 -0.59 0.44
C 6.64118 17.79740 14.95120 -0.11 -0.53 0.29
C 7.66196 17.31854 13.90498 0.95 1.99 2.04
O 7.15486 16.55594 12.77100 -2.51 1.80 2.40
C 7.66147 16.24460 11.73334 5.38 -4.03 -4.05
O 8.89286 15.73161 11.61206 -2.71 1.13 -0.59
C 6.79402 16.11624 10.37795 0.92 2.52 1.81
F 7.09480 17.05790 9.52470 0.88 1.57 -0.36
F 6.95819 15.02785 9.76628 0.71 -3.61 -0.79
F 5.57620 16.27640 10.74288 -2.63 0.01 0.75
H 7.02019 18.78370 15.20349 -0.81 0.49 -0.21
H 6.76437 17.27685 15.91500 0.01 -0.35 -0.57
H 5.58077 17.69595 14.71755 0.16 0.65 -0.33
H 8.29639 16.78445 14.58828 0.97 -1.00 -1.05
H 8.21265 18.21380 13.50419 -0.63 -1.31 -0.15
C 6.98141 5.98628 14.23959 -1.27 0.31 -0.18
C 7.88056 6.78775 15.13471 -0.46 -0.47 0.09
O 7.06244 7.88982 15.72777 1.22 0.03 -0.73
C 7.77600 8.95405 16.07461 0.08 -0.40 1.56
O 8.95868 9.06192 16.22299 0.47 -0.27 -0.59
C 6.91365 10.10100 16.59729 -2.57 1.40 1.30
F 7.38841 11.33966 16.37470 0.54 -0.61 -0.66
F 5.68081 10.05184 16.05434 0.50 -0.01 0.08
F 6.73162 10.09170 17.96488 0.54 -0.88 -1.32
H 7.37542 5.05912 13.87756 0.93 -0.40 -0.06
H 6.64892 6.53688 13.35636 0.05 0.15 0.16
H 6.09214 5.66266 14.77292 -0.22 0.22 0.20
H 8.68856 7.21417 14.56482 0.34 0.36 0.07
H 8.28357 6.13153 15.91443 -0.10 0.58 0.17
```
Positions in Å, forces in eV/Å.

***

(5)
Computed, not measured: C12H18F3N2O3PdS3 as an isolated structure, with wB97M-V/def2-TZVPD.

The energy relative to the best compared isomer or geometry (same formula, charge and spin) is 19.6 kcal per mole. The multiplicity is 3. The calculation puts the strongest force on any atom at 0.019 Eh/bohr. Its calculated total energy is -2425.404504 Ha. As for the net charge: -1. Its HOMO energy (spin up / spin down) is -3.484 / -4.175 eV. The expectation value of S² is 2.018.

Structure (XYZ):
```
42
Properties=species:S:1:pos:R:3:forces:R:3
Pd 0.72210 -0.94987 -0.39459 -0.17 -0.29 0.92
C -1.15392 -2.20415 3.70406 0.04 0.07 -0.08
C -0.48119 -2.08972 2.34998 -0.14 -0.45 0.00
S 0.52504 -0.76810 2.09197 0.03 0.12 -0.32
C -0.69221 -3.12151 1.41614 0.00 0.07 0.37
C -1.54996 -4.30539 1.81284 0.07 0.07 -0.04
S -0.02656 -3.15782 -0.13188 -0.11 0.13 -0.10
H -0.94344 -1.31701 4.29722 -0.01 0.00 0.00
H -0.79781 -3.07910 4.25632 0.00 0.01 0.00
H -2.23887 -2.30346 3.60029 0.02 -0.01 -0.01
H -1.33974 -4.64698 2.82873 0.01 -0.01 -0.02
H -1.38206 -5.13275 1.12571 -0.03 0.02 -0.02
H -2.61169 -4.04111 1.76951 0.01 0.00 0.01
C -1.05228 3.19885 0.27465 0.05 -0.05 -0.01
C -2.25379 2.50645 -0.37824 0.08 -0.25 0.07
C -3.55928 2.95028 0.28858 -0.03 0.02 0.02
C -2.29445 2.79907 -1.88115 0.02 -0.01 -0.02
C -2.11329 1.04556 -0.17380 -0.05 0.23 -0.13
N -2.00224 -0.08643 -0.01704 -0.35 -0.02 0.06
H -1.12708 4.27634 0.11106 -0.01 0.00 0.02
H -0.11832 2.83753 -0.15529 0.00 0.01 -0.01
H -1.02703 2.99917 1.34715 -0.01 0.02 -0.01
H -3.66605 4.03321 0.19184 0.00 -0.01 0.00
H -3.56210 2.68994 1.34779 0.01 0.03 0.00
H -4.41758 2.47055 -0.18384 0.00 0.01 0.00
H -2.32694 3.88056 -2.03198 -0.03 -0.01 0.00
H -3.17774 2.35039 -2.33828 0.00 0.01 0.00
H -1.41608 2.40206 -2.38574 0.04 0.01 0.01
F 3.70658 0.16615 -2.64186 0.06 -0.06 -0.04
C 2.48963 -0.20850 -3.07893 -0.02 0.17 -0.06
F 2.32310 -1.49602 -2.78982 0.02 -0.05 0.09
F 2.48305 -0.09786 -4.41508 0.09 -0.06 0.03
S 1.18889 0.92045 -2.38706 -0.30 0.82 -0.36
O 1.54120 1.16873 -0.97784 -0.02 -0.52 -0.57
O 1.35422 2.07627 -3.23659 -0.08 -0.06 0.20
O -0.05209 0.17517 -2.56185 0.57 0.10 0.00
C 5.61468 -0.77856 -0.19420 -0.21 -0.11 -0.04
C 4.32655 -1.43014 0.05739 0.17 0.27 0.01
N 3.29963 -1.89857 0.26642 0.32 -0.24 0.00
H 6.40322 -1.28017 0.36321 0.01 -0.01 0.01
H 5.56354 0.26446 0.11203 -0.03 0.01 0.01
H 5.84234 -0.81799 -1.25783 0.00 0.00 0.00
```
Positions in Å, forces in eV/Å.